Below is a cluster of 14 separate species, C28H84O14 in total in a non-equilibrium geometry, with properties calculated with ωB97M-V/def2-TZVPD.

The total energy is -59047.816 eV. The HOMO energy (spin up / spin down) is -11.92 / -11.92 eV. As for the charge: +1. The spin multiplicity is 2. Its gap between HOMO and LUMO (spin up / spin down) is 10.0535 / 2.6030 eV. Its expectation value of S² is 0.7546.

XYZ file:
```
126
C28H84O14 ωB97M-V/def2-TZVPD
C -24.5222 -9.2539 0.2210
C -23.5502 -10.3861 0.1790
O -23.2125 -10.6258 -1.1492
H -25.0511 -9.1158 1.1640
H -25.1640 -9.2555 -0.6600
H -23.8827 -8.3736 0.1560
H -24.0427 -11.3177 0.4578
H -22.6827 -10.2523 0.8252
H -22.8570 -11.5170 -1.1188
C -14.2285 -8.0082 -0.1322
C -15.5531 -7.4108 -0.6389
O -16.6395 -7.5666 0.2498
H -14.3415 -9.0921 -0.1089
H -13.9668 -7.6323 0.8569
H -13.4565 -7.8273 -0.8802
H -15.9947 -7.9049 -1.5043
H -15.4353 -6.3364 -0.7802
H -17.3776 -7.3368 -0.3193
C -19.0926 -11.2948 -6.7748
C -19.6708 -10.1319 -6.0444
O -19.2447 -8.9894 -6.6705
H -19.3549 -12.1866 -6.2056
H -18.0103 -11.2917 -6.9038
H -19.5912 -11.3377 -7.7431
H -19.3457 -10.1070 -5.0043
H -20.7565 -10.2010 -5.9761
H -19.9796 -8.5616 -7.1159
C -23.0868 -8.7765 -3.7245
C -21.7738 -8.1644 -3.1272
O -21.7154 -8.3108 -1.6542
H -23.9157 -8.7404 -3.0175
H -23.0596 -9.8647 -3.7811
H -23.4038 -8.3739 -4.6866
H -21.8249 -7.1215 -3.4399
H -20.8558 -8.5123 -3.6010
H -22.1730 -9.1292 -1.4482
C -18.8505 -9.5547 -1.4546
C -19.6681 -10.8507 -1.6017
O -19.4883 -11.3682 -0.3383
H -18.9154 -8.9505 -2.3595
H -17.8043 -9.7974 -1.2690
H -19.2184 -9.0824 -0.5437
H -19.3518 -11.5835 -2.3441
H -20.7048 -10.7611 -1.9263
H -18.6340 -11.0819 -0.0069
C -19.0313 -4.6020 -1.1870
C -19.3600 -5.7334 -2.2016
O -18.2733 -6.5176 -2.3666
H -19.7308 -3.7729 -1.2933
H -18.1012 -4.0615 -1.3625
H -19.0725 -5.0266 -0.1839
H -19.4237 -5.3715 -3.2278
H -20.2815 -6.2615 -1.9564
H -17.7677 -6.2446 -3.1357
C -16.3329 -14.6559 -0.0710
C -17.4567 -14.8663 -1.0926
O -18.7149 -14.5213 -0.5415
H -16.4949 -13.7985 0.5822
H -15.3906 -14.5674 -0.6116
H -16.2861 -15.5251 0.5850
H -17.5311 -15.9228 -1.3501
H -17.2491 -14.3736 -2.0425
H -18.8104 -13.5844 -0.7278
C -20.1050 -11.2629 3.2348
C -20.4694 -12.2700 4.2926
O -21.1045 -13.3489 3.6096
H -19.8049 -10.2907 3.6256
H -21.0161 -11.0406 2.6792
H -19.2809 -11.6522 2.6370
H -21.1749 -11.9368 5.0537
H -19.5892 -12.5347 4.8786
H -20.4105 -13.6780 3.0337
C -21.8720 -12.9230 -4.0736
C -22.1666 -13.1809 -5.5435
O -23.5052 -13.6553 -5.7008
H -21.6725 -13.8654 -3.5636
H -22.7514 -12.4367 -3.6513
H -21.0231 -12.2852 -3.8271
H -21.5089 -14.0032 -5.8253
H -22.1574 -12.2865 -6.1665
H -23.4994 -14.3260 -6.3877
C -23.7218 -14.5662 -1.1045
C -22.4399 -14.3612 -0.3721
O -22.0592 -12.9949 -0.5958
H -24.5477 -14.8147 -0.4380
H -23.6395 -15.4771 -1.6974
H -24.0512 -13.7927 -1.7982
H -21.7315 -15.1881 -0.4236
H -22.5325 -14.3837 0.7137
H -21.1101 -12.9737 -0.4527
C -14.5982 -8.4042 -4.4827
C -16.0490 -8.8021 -4.8120
O -16.5382 -8.0577 -5.9799
H -14.2875 -8.8146 -3.5219
H -14.6558 -7.3273 -4.3242
H -13.8687 -8.7238 -5.2268
H -16.6936 -8.6872 -3.9405
H -16.1895 -9.8234 -5.1659
H -17.4200 -8.3751 -6.1879
C -21.6851 -7.6722 2.5438
C -20.7778 -7.0580 1.4803
O -21.4096 -6.2986 0.4882
H -22.4179 -6.9629 2.9284
H -21.1516 -8.0850 3.4001
H -22.1681 -8.5118 2.0439
H -20.0888 -7.8165 1.1088
H -20.0611 -6.3120 1.8236
H -21.6257 -6.8770 -0.2469
C -15.0085 -11.7520 -2.3277
C -15.1764 -12.4115 -3.7271
O -14.3451 -13.6006 -3.7401
H -15.5680 -10.8185 -2.3886
H -13.9760 -11.5058 -2.0802
H -15.3104 -12.3457 -1.4649
H -14.9908 -11.6785 -4.5123
H -16.2273 -12.6905 -3.8047
H -13.4361 -13.3348 -3.8970
C -16.5013 -11.9131 2.6610
C -16.3398 -10.8673 1.5658
O -17.4969 -10.0170 1.6665
H -16.7043 -11.5150 3.6552
H -15.6067 -12.4679 2.9440
H -17.3046 -12.6059 2.4103
H -16.4617 -11.2406 0.5490
H -15.4016 -10.3144 1.6136
H -17.1089 -9.1622 1.4655
```